Record 1
This record from the Open Molecules 2025 dataset describes C8H14N4O7 in the gas phase at a distorted geometry. The level of theory is the ωB97M-V functional and the def2-TZVPD basis.

The geometry in XYZ format:
```
33
Properties=species:S:1:pos:R:3:forces:R:3
O -1.9093 1.7376 0.6178 -1.046 -0.286 0.166
C -0.8378 1.4822 0.1721 4.106 2.209 -2.792
N -0.3059 1.6443 -1.1081 -8.430 4.044 -2.082
C 0.9688 1.4559 -1.2878 0.849 0.411 -4.307
O 1.4227 1.5640 -2.4253 1.628 -0.240 1.745
N 1.4124 1.2483 -0.0510 11.569 -0.480 -5.488
C 2.7690 0.9067 0.2654 -0.001 -7.798 -11.167
O 2.9213 -0.6761 0.3837 0.955 3.512 2.140
H 2.3580 -1.1312 -0.2194 -1.198 -0.052 -1.174
H 3.2016 1.2571 1.0218 2.862 3.057 6.475
H 3.5859 0.9480 -0.7923 -3.016 1.011 3.248
C 0.5026 1.0911 0.7421 -9.105 -0.949 14.123
N -0.1150 -0.2590 1.3411 6.157 3.934 0.317
C -0.0572 -1.2777 0.5139 -1.374 -0.254 -3.652
O 0.4524 -1.3688 -0.6699 -0.156 0.718 3.610
N -1.0689 -2.0313 0.8872 -4.930 -7.503 0.756
H -1.8103 -1.9675 1.7072 2.736 0.872 -2.068
C -1.3142 -3.2744 0.0904 2.493 -1.196 -1.536
O -0.6343 -4.6290 0.6228 0.686 4.040 -0.559
H 0.3376 -4.3290 0.6625 -2.066 -0.917 -0.067
H -2.3748 -3.5800 -0.1112 1.055 0.669 0.723
H -0.7429 -3.0263 -0.9096 -1.524 -0.818 1.901
C -0.4411 -0.2661 2.7359 -2.997 -2.091 -0.720
O -1.8546 -0.0689 2.7492 -2.674 -0.418 -0.776
H -2.1120 0.4185 1.9095 0.403 -0.477 1.540
H -0.3173 -1.2901 3.2330 0.632 1.618 -0.624
H -0.3221 0.6028 3.3158 2.847 0.984 0.540
H 0.7725 1.6344 1.7366 -0.931 -0.681 -1.210
C -1.1422 2.3290 -2.2760 0.885 -7.496 0.551
O -1.1077 1.2754 -3.2476 3.251 -0.573 -2.418
H -0.0638 1.1030 -3.6557 -4.354 1.237 2.201
H -0.8346 3.1534 -2.7821 1.479 3.038 -0.060
H -2.1532 2.2402 -1.9669 -0.794 0.875 0.666
```
Positions in Å, forces in eV/Å.

## Properties
- total charge = 0
- gap between HOMO and LUMO (eV) = 10.0
- SMILES string = O=C1[C@@H](N(CO)C(=O)NCO)N(CO)C(=O)N1CO
- largest force on an atom (eV/Å) = 16.83



Record 2
This record from the Open Molecules 2025 dataset describes C2H3BrS2 in the gas phase at a distorted geometry. The level of theory is the ωB97M-V functional and the def2-TZVPD basis.

The geometry in XYZ format:
```
8
Properties=species:S:1:pos:R:3:forces:R:3
C -0.0681 -0.7082 0.1968 0.164 3.103 -0.682
C 0.4268 0.9481 0.4778 0.015 -3.208 1.648
S 0.3780 -1.9590 1.0777 -0.074 0.001 0.263
S -0.8234 -0.6587 -1.4112 0.602 2.985 0.946
Br -0.7219 2.2084 -0.3331 -0.141 0.626 -0.214
H 1.3786 0.8015 -0.0798 -0.397 1.021 0.737
H 0.4866 1.2386 1.6220 0.219 -1.095 -2.556
H -1.0566 -1.8708 -1.5503 -0.388 -3.433 -0.141
```
Positions in Å, forces in eV/Å.

## Properties
- total charge = 0
- ΔE to the lowest compared entry with this formula, charge and spin (kcal/mol) = 14.4
- gap between HOMO and LUMO (eV) = 8.5
- SMILES string = S=C(S)CBr
- largest force on an atom (eV/Å) = 3.61



Record 3
This record from the Open Molecules 2025 dataset describes 3 unconnected molecules or ions with the total composition C39H68O7 at a distorted geometry. The level of theory is the ωB97M-V functional and the def2-TZVPD basis.

The geometry in XYZ format:
```
114
Properties=species:S:1:pos:R:3:forces:R:3
C 8.3768 -3.7589 -3.0780 -0.897 0.483 0.533
C 7.4769 -2.7185 -2.2800 0.446 -0.134 -0.550
C 8.4201 -1.5094 -1.8795 -0.727 0.215 -0.399
C 7.6463 -0.1316 -1.7228 0.497 -0.956 -0.212
C 7.0457 0.2465 -3.1427 -1.339 -0.259 0.837
C 5.4560 0.1623 -3.0134 0.788 1.065 0.443
C 4.9512 1.4885 -2.2750 -0.420 -0.799 -1.008
C 3.4175 1.7609 -2.6170 0.540 -0.141 0.866
C 2.4670 1.5861 -1.3501 0.599 0.896 -0.855
C 1.0963 2.3410 -1.5483 -0.752 -0.400 -0.306
C -0.1893 1.4552 -1.3048 -0.203 0.375 0.284
C -1.3842 2.2480 -0.6059 0.837 -1.083 0.474
C -2.3849 1.1652 0.0092 0.065 1.050 0.115
C -3.8929 1.3730 -0.4217 0.413 -0.175 0.389
C -4.6848 0.0697 -0.7286 -1.081 -0.262 -0.879
C -5.6770 0.0939 -1.6769 -0.361 -0.039 -0.118
C -6.0702 1.3847 -2.4843 0.236 -0.352 0.619
C -5.0378 1.7473 -3.6232 -1.320 0.810 -0.729
C -5.4127 1.0833 -5.0284 1.304 -0.091 0.719
C -4.0277 0.7882 -5.7548 -0.988 0.395 0.071
C -4.2472 0.0193 -7.1212 1.084 -0.148 1.497
C -4.0414 -1.5355 -6.8003 -0.415 1.989 -0.318
O -4.8539 -2.2956 -7.6967 0.194 -0.410 1.422
C -6.0269 -2.8200 -7.0662 -0.625 -1.038 -0.593
C -6.5149 -1.1753 -2.0429 0.202 -0.894 0.854
O -7.0639 -1.3183 -3.1162 0.264 0.628 0.459
C -6.6288 -2.3334 -1.0082 0.687 -0.627 1.658
C -7.6714 -3.3450 -1.0263 1.757 0.095 1.426
C -7.6407 -4.4093 -0.0116 1.093 1.552 -0.517
C -6.5848 -4.4671 1.0021 -0.244 1.627 -1.741
C -5.5395 -3.4324 1.0232 -1.638 -0.515 -1.279
C -5.5845 -2.3817 0.0205 -1.035 -0.313 -0.433
C -4.4619 -1.2857 0.0082 -0.313 -0.525 0.274
O -3.4462 -1.5685 0.6119 -0.390 0.680 -0.334
H 9.1967 -4.0856 -2.3874 -0.508 0.147 -0.928
H 7.7756 -4.6369 -3.4273 0.602 0.636 0.398
H 8.7608 -3.2216 -3.9850 -0.043 -0.644 0.859
H 6.6343 -2.4087 -2.9599 0.847 -0.083 0.676
H 6.9936 -3.1851 -1.3780 0.561 0.407 -0.757
H 9.1253 -1.3650 -2.7475 -0.352 -0.205 1.065
H 8.9732 -1.8126 -0.9549 -0.253 0.429 -0.785
H 6.8378 -0.2978 -0.9538 0.626 0.366 -0.838
H 8.3192 0.6693 -1.3136 -0.504 -0.770 -0.468
H 7.3654 -0.4578 -3.9565 0.049 0.628 0.865
H 7.3255 1.2945 -3.4228 -0.205 -0.952 0.088
H 5.1773 -0.6972 -2.3446 0.249 0.579 -0.833
H 4.9690 0.0183 -4.0101 0.357 0.284 0.772
H 5.5611 2.3738 -2.6149 -0.517 -0.945 0.382
H 5.1389 1.3187 -1.1848 -0.316 0.442 -0.789
H 3.1134 1.0291 -3.4087 0.079 0.779 0.553
H 3.3632 2.7998 -3.0367 -0.293 -0.908 0.412
H 3.0110 2.0608 -0.4936 -0.493 -0.621 -0.506
H 2.3671 0.4837 -1.1720 -0.154 0.987 0.055
H 1.0041 3.2361 -0.8672 0.374 -0.856 -0.708
H 1.0318 2.7093 -2.6138 0.183 -0.157 1.117
H -0.5499 1.0119 -2.2741 0.350 0.255 0.887
H 0.0637 0.6003 -0.6106 -0.180 0.826 -0.723
H -0.8928 2.7907 0.2542 -0.713 -0.229 -0.928
H -1.8821 2.9771 -1.2942 0.435 -0.573 0.539
H -1.9872 0.1650 -0.2861 -0.655 0.761 0.464
H -2.3356 1.3099 1.1242 0.090 -0.659 -1.043
H -3.8797 2.1005 -1.2810 -0.358 -1.099 0.654
H -4.4539 1.9105 0.3978 0.558 -0.533 -0.685
H -7.1015 1.2376 -2.9039 1.064 0.056 0.178
H -6.1682 2.2406 -1.7545 0.256 -0.908 -0.645
H -5.1214 2.8629 -3.7875 0.289 -1.037 0.293
H -3.9757 1.5429 -3.3337 -0.997 -0.066 -0.203
H -5.9994 0.1466 -4.8400 0.580 0.662 -0.296
H -6.0491 1.7737 -5.6495 0.637 -0.629 0.641
H -3.4063 0.1952 -5.0210 -0.458 0.462 -0.902
H -3.5110 1.7822 -5.8811 -0.417 -0.971 -0.026
H -5.2913 0.2241 -7.4637 0.969 -0.300 -0.020
H -3.4652 0.3769 -7.8418 -1.021 -0.429 0.290
H -2.9495 -1.7688 -6.8950 -0.978 -0.129 -0.147
H -4.3228 -1.6515 -5.7179 0.052 -0.356 -0.999
H -5.9039 -3.0353 -5.9742 0.038 0.419 -0.828
H -6.9384 -2.1811 -7.2377 0.925 -0.336 0.280
H -6.2305 -3.8146 -7.5615 0.121 1.017 0.462
H -8.4528 -3.2695 -1.8110 0.618 -0.263 0.733
H -8.4567 -5.1704 -0.0743 0.962 0.678 0.316
H -6.6029 -5.3138 1.7247 0.165 0.926 -0.585
H -4.7230 -3.4807 1.7846 -0.842 0.210 -0.904
C -0.2721 1.0180 5.9225 0.065 -0.038 0.118
O 0.9353 0.7189 5.2392 -0.253 0.132 -0.144
C 0.7096 0.2443 3.9161 0.368 0.047 0.076
C 0.9246 1.3385 2.8846 -0.358 -0.091 -0.162
O -0.0413 2.3759 3.0117 0.188 0.003 0.195
C 0.4626 3.5101 3.7016 -0.107 0.016 -0.072
H -0.0272 1.6182 6.7998 0.064 -0.056 -0.043
H -0.9663 1.5854 5.2984 0.029 -0.034 -0.032
H -0.7523 0.0913 6.2544 -0.091 0.035 -0.002
H -0.2938 -0.1862 3.8250 0.021 0.101 -0.035
H 1.4330 -0.5569 3.7354 -0.014 0.001 -0.042
H 0.8020 0.9086 1.8850 0.025 -0.034 0.006
H 1.9407 1.7448 2.9488 -0.054 -0.039 0.089
H 1.1097 4.0915 3.0381 0.077 0.059 0.060
H 1.0177 3.2278 4.5993 0.008 -0.023 -0.038
H -0.3842 4.1295 3.9985 -0.010 -0.049 -0.088
C 2.1368 -0.6850 10.1434 0.017 -0.141 -0.011
O 2.7829 -1.0670 8.9406 -0.030 0.293 0.144
C 2.6017 -0.1164 7.8946 0.296 -0.373 -0.110
C 3.8184 0.7779 7.7345 -0.262 0.321 0.014
O 4.0159 1.6059 8.8763 0.084 -0.279 0.070
C 5.0201 1.1080 9.7465 -0.062 0.119 -0.008
H 2.5342 -1.2986 10.9530 -0.009 -0.042 -0.097
H 2.3124 0.3655 10.3875 -0.008 0.000 -0.047
H 1.0596 -0.8663 10.0622 -0.033 0.076 0.069
H 1.6991 0.4797 8.0656 0.098 0.024 0.027
H 2.4564 -0.6810 6.9702 -0.030 0.081 -0.010
H 3.6548 1.4438 6.8817 -0.036 -0.054 -0.023
H 4.7162 0.1847 7.5257 -0.086 -0.046 0.076
H 6.0101 1.3182 9.3307 0.080 -0.076 0.042
H 4.9154 0.0338 9.9174 -0.001 0.013 -0.042
H 4.9241 1.6219 10.7034 -0.019 0.057 -0.080
```
Positions in Å, forces in eV/Å.

## Properties
- total charge = 0
- ΔE to the lowest compared entry with this formula, charge and spin (kcal/mol) = 0.0
- gap between HOMO and LUMO (eV) = 8.3
- SMILES string = CCCCCCCCCCCCCCC1=C(CCCCCCOC)C(=O)c2ccccc2C1=O.COCCOC.COCCOC
- largest force on an atom (eV/Å) = 2.40



Record 4
This record from the Open Molecules 2025 dataset describes C3H9NOS2 in the gas phase at a distorted geometry. The level of theory is the ωB97M-V functional and the def2-TZVPD basis.

The geometry in XYZ format:
```
16
Properties=species:S:1:pos:R:3:forces:R:3
C -1.4787 1.8475 -0.8594 1.434 2.910 -0.444
C 0.0620 -0.3561 -0.2418 0.083 0.338 -4.518
C 0.9405 -1.1476 0.6133 0.200 0.198 3.592
H -1.0347 1.8400 -2.0551 -1.134 0.528 3.824
H -2.3609 1.2808 -0.8028 -1.034 -0.992 0.082
H -1.7487 2.8767 -0.2341 0.677 -2.032 -2.516
H 0.5330 -0.1583 -1.4036 -0.913 -0.409 3.188
H -0.8439 -0.8886 -0.4707 -0.750 -0.011 0.192
H 0.4447 -1.2482 1.6463 0.456 0.412 -1.400
H 1.7694 -0.3894 0.8295 0.211 -1.801 -0.305
H 1.4527 -3.0516 0.8579 2.857 -3.681 4.355
H 1.6244 -2.5042 -0.6881 0.222 -0.891 0.419
N 1.1088 -2.5478 0.1873 -2.318 5.641 -5.468
O 0.8874 2.0263 0.1552 4.522 3.270 -0.358
S -0.2622 1.2942 0.3551 -4.777 -3.860 0.187
S -1.0938 1.1262 2.1111 0.264 0.379 -0.827
```
Positions in Å, forces in eV/Å.

## Properties
- total charge = 0
- ΔE to the lowest compared entry with this formula, charge and spin (kcal/mol) = 83.2
- gap between HOMO and LUMO (eV) = 9.8
- SMILES string = C[S@@](=O)(=S)CCN
- largest force on an atom (eV/Å) = 8.19



Record 5
This record from the Open Molecules 2025 dataset describes 4 unconnected molecules or ions with the total composition C25H60BO7. The level of theory is the ωB97M-V functional and the def2-TZVPD basis.

The geometry in XYZ format:
```
93
Properties=species:S:1:pos:R:3:forces:R:3
C 5.3851 -5.5913 -2.2149 -0.063 -0.373 -0.233
C 4.9778 -6.8945 -2.9198 -0.031 0.031 0.172
C 3.9066 -7.6720 -2.1581 -0.262 -0.005 -0.126
C 2.5036 -7.0294 -2.2744 0.497 -0.241 0.184
C 1.7979 -6.9458 -0.9299 0.113 0.190 0.051
C 0.3768 -6.3659 -0.8986 -0.158 -0.208 -0.090
C -0.5823 -6.6770 -2.0688 -0.266 0.161 0.263
C -1.0599 -5.4213 -2.8173 0.256 -0.290 -0.276
B 0.0248 -4.6287 -3.8068 -0.341 0.338 0.039
C 0.3629 -3.1036 -3.2638 -0.009 -0.254 0.018
C 1.3385 -3.0379 -2.0692 -0.267 0.121 -0.095
C 2.3639 -1.9022 -2.1473 -0.199 -0.333 -0.017
C 3.4695 -2.1879 -3.1579 -0.130 0.294 0.015
O 3.1119 -1.7340 -4.4572 0.141 0.065 -0.057
C 3.0526 -2.7687 -5.4159 -0.199 -0.035 0.152
H 5.3192 -5.7212 -1.1358 0.026 0.093 0.124
H 6.4116 -5.3228 -2.4605 0.029 0.143 -0.047
H 4.7324 -4.7742 -2.5120 0.026 0.036 0.167
H 5.8531 -7.5289 -3.0734 0.086 -0.013 0.042
H 4.5783 -6.6590 -3.9072 0.083 -0.019 -0.155
H 3.8744 -8.6949 -2.5425 -0.032 -0.055 0.009
H 4.1895 -7.7600 -1.1050 0.104 0.061 0.064
H 1.9167 -7.6178 -2.9764 -0.097 0.168 -0.134
H 2.6085 -6.0325 -2.6967 -0.182 0.039 -0.085
H 1.8104 -7.9358 -0.4626 -0.061 -0.131 -0.062
H 2.4265 -6.3156 -0.2895 0.018 -0.062 0.136
H 0.4175 -5.2837 -0.7837 0.120 0.066 -0.067
H -0.0839 -6.7470 0.0171 0.001 0.120 0.131
H -1.4627 -7.1727 -1.6394 0.027 -0.173 -0.026
H -0.1505 -7.3898 -2.7722 0.113 -0.008 -0.058
H -1.9065 -5.7412 -3.4367 -0.087 0.045 -0.002
H -1.4923 -4.7469 -2.0645 -0.009 0.113 0.036
H 1.0703 -5.2690 -3.9339 0.036 0.001 -0.040
H -0.4923 -4.5186 -4.9312 0.050 -0.036 -0.013
H 0.7467 -2.4728 -4.0706 0.040 -0.008 -0.031
H -0.5879 -2.6384 -2.9686 -0.016 0.122 0.019
H 0.7709 -2.9419 -1.1387 0.027 -0.011 0.071
H 1.8723 -3.9919 -2.0044 0.139 0.004 0.086
H 2.8039 -1.7156 -1.1637 0.108 0.013 0.037
H 1.8425 -0.9966 -2.4640 0.144 0.173 0.056
H 4.3983 -1.6807 -2.8737 0.058 0.003 -0.001
H 3.6621 -3.2629 -3.1825 0.030 0.007 -0.022
H 2.3702 -3.5601 -5.0945 0.017 -0.103 -0.018
H 4.0466 -3.1884 -5.6013 0.083 -0.055 -0.082
H 2.6582 -2.3362 -6.3315 0.051 0.049 -0.122
C 0.1245 3.0293 0.9877 -0.055 -0.001 -0.012
O -0.2385 3.1356 -0.3733 0.010 -0.002 0.034
C 0.4585 2.2229 -1.2142 -0.043 0.101 -0.051
C -0.3813 1.0176 -1.5625 0.069 -0.198 -0.032
O -0.6490 0.2258 -0.4169 -0.010 0.116 0.088
C -1.9594 0.3740 0.0839 0.022 -0.058 -0.034
H -0.5680 3.6456 1.5610 0.015 0.030 -0.006
H 0.0596 1.9981 1.3437 0.029 0.001 0.004
H 1.1432 3.4009 1.1505 0.013 -0.048 0.028
H 1.3863 1.8968 -0.7344 0.020 -0.010 0.005
H 0.7202 2.7546 -2.1339 -0.003 -0.007 0.009
H 0.1684 0.3959 -2.2746 -0.048 0.000 -0.009
H -1.3147 1.3329 -2.0394 -0.013 0.022 0.004
H -2.6915 -0.0636 -0.6039 -0.022 0.030 0.002
H -2.2111 1.4255 0.2563 -0.014 0.008 -0.005
H -2.0072 -0.1636 1.0299 0.006 -0.025 -0.008
C 1.1381 8.1223 5.6446 -0.032 -0.006 -0.016
O 0.8398 8.2485 4.2687 0.012 -0.020 0.023
C 1.5514 7.3340 3.4489 -0.053 0.119 -0.023
C 0.6976 6.1548 3.0453 0.063 -0.183 -0.008
O 0.3589 5.3447 4.1586 -0.014 0.086 0.067
C -0.9754 5.5226 4.5982 -0.009 -0.081 -0.042
H 0.4406 8.7581 6.1874 0.006 0.025 -0.014
H 1.0225 7.0912 5.9882 0.018 0.002 0.009
H 2.1597 8.4584 5.8556 0.008 -0.029 0.015
H 2.4501 6.9795 3.9632 0.019 -0.009 0.009
H 1.8649 7.8716 2.5487 -0.003 -0.014 0.005
H 1.2621 5.5318 2.3453 -0.002 0.039 -0.030
H -0.2061 6.5019 2.5349 -0.004 0.026 -0.011
H -1.6819 5.1112 3.8698 -0.055 0.067 0.015
H -1.2098 6.5767 4.7669 -0.013 0.010 -0.019
H -1.0859 4.9800 5.5359 0.028 -0.028 -0.008
C -7.6646 6.0911 4.3554 0.005 -0.028 -0.015
O -7.4014 5.5338 3.0831 0.021 0.011 0.033
C -6.3596 6.1917 2.3802 -0.102 -0.043 -0.049
C -5.0590 5.4260 2.4538 0.146 0.072 0.026
O -4.5473 5.3865 3.7772 -0.067 -0.029 0.029
C -4.7711 4.1486 4.4271 0.058 0.008 -0.012
H -8.3679 5.4304 4.8594 -0.021 0.000 -0.021
H -6.7550 6.1697 4.9565 -0.005 0.020 0.006
H -8.1190 7.0839 4.2608 0.024 0.014 0.020
H -6.2150 7.2037 2.7716 0.009 0.020 0.005
H -6.6653 6.2731 1.3327 0.007 -0.002 0.007
H -4.3167 5.9279 1.8253 -0.005 -0.012 -0.007
H -5.1994 4.4125 2.0669 -0.013 -0.015 -0.011
H -4.1528 3.3617 3.9817 -0.041 -0.037 0.004
H -5.8217 3.8520 4.3775 0.000 -0.016 -0.009
H -4.4845 4.2692 5.4706 0.029 0.030 -0.006
```
Positions in Å, forces in eV/Å.

## Properties
- total charge = -1
- gap between HOMO and LUMO (eV) = 6.6
- largest force on an atom (eV/Å) = 0.58



Record 6
This record from the Open Molecules 2025 dataset describes C4H5N in the gas phase at a distorted geometry. The level of theory is the ωB97M-V functional and the def2-TZVPD basis.

The geometry in XYZ format:
```
10
Properties=species:S:1:pos:R:3:forces:R:3
C 2.8974 -0.1451 0.0517 -2.553 0.656 -0.270
C 1.7294 0.0967 -0.0455 1.749 -0.753 0.252
C 0.3634 0.3521 -0.1005 -0.937 -1.130 -0.159
C -1.8521 -0.2366 0.0385 -0.956 0.098 -5.056
N -0.4798 -0.5923 0.0448 1.084 0.892 -0.198
H 3.8616 -0.3726 0.2051 2.817 -0.601 0.293
H 0.1763 1.3798 -0.3042 -1.028 0.977 -0.153
H -2.4446 -1.1125 -0.4324 0.767 1.675 0.548
H -2.1215 0.8065 -0.4471 0.555 -1.982 0.584
H -2.1303 -0.1759 0.9896 -1.498 0.167 4.159
```
Positions in Å, forces in eV/Å.

## Properties
- total charge = 0
- ΔE to the lowest compared entry with this formula, charge and spin (kcal/mol) = 70.5
- gap between HOMO and LUMO (eV) = 10.4
- SMILES string = C#C/C=N/C
- largest force on an atom (eV/Å) = 5.15



Question: Which of these has the lowest gap between HOMO and LUMO?
Answer: C25H60BO7



Question: Which value of largest force on an atom does entry 2 give?
Answer: 3.61 eV/Å